ORCA calculation (ωB97M-V/def2-TZVPD) on a single C21H25N3O2 molecule.

Calculated values
HOMO energy (eV): -8.69
Relative energy (zero: lowest compared OMol25 entry of this formula, charge and spin) (kJ/mol): 302.1
Gap between HOMO and LUMO (eV): 9.47
E_tot (eV): -30747.1817
E_LUMO (eV): 0.78
Structure (SMILES): CC(C)N(CCO)Cc1nc(C(c2ccccc2)c2ccccc2)no1
Charge: 0

Last columns: bonded neighbours and bond lengths (Å).
Positions of all 51 atoms, in Å:
1 C 5.29 1.24 0.66  C2 1.536, H27 1.087, H28 1.088, H29 1.088
2 C 4.06 1.04 -0.23  C1 1.536, C3 1.528, N4 1.453, H30 1.096
3 C 3.07 2.20 -0.07  C2 1.528, H31 1.087, H32 1.087, H33 1.088
4 N 3.38 -0.23 -0.04  C2 1.453, C5 1.445, C8 1.442
5 C 4.01 -1.40 -0.60  N4 1.445, C6 1.539, H34 1.104, H35 1.091
6 C 2.95 -2.41 -1.08  C5 1.539, O7 1.397, H36 1.101, H37 1.093
7 O 2.05 -1.83 -1.99  C6 1.397, H38 0.973
8 C 2.73 -0.42 1.24  N4 1.442, C9 1.491, H39 1.097, H40 1.096
9 C 1.26 -0.19 1.10  C8 1.491, N10 1.298, O26 1.335
10 N 0.55 -0.34 0.03  C9 1.298, C11 1.365
11 C -0.71 0.01 0.43  N10 1.365, C12 1.488, N25 1.302
12 C -1.88 -0.05 -0.48  C11 1.488, C13 1.516, C19 1.513, H41 1.097
13 C -2.66 1.24 -0.45  C12 1.516, C14 1.387, C18 1.390
14 C -4.05 1.26 -0.48  C13 1.387, C15 1.384, H42 1.080
15 C -4.74 2.46 -0.48  C14 1.384, C16 1.383, H43 1.080
16 C -4.05 3.66 -0.45  C15 1.383, C17 1.384, H44 1.080
17 C -2.67 3.65 -0.43  C16 1.384, C18 1.382, H45 1.080
18 C -1.98 2.45 -0.44  C13 1.390, C17 1.382, H46 1.081
19 C -2.70 -1.26 -0.10  C12 1.513, C20 1.390, C24 1.387
20 C -3.24 -1.36 1.18  C19 1.390, C21 1.383, H47 1.080
21 C -3.99 -2.47 1.54  C20 1.383, C22 1.386, H48 1.080
22 C -4.21 -3.49 0.62  C21 1.386, C23 1.384, H49 1.080
23 C -3.67 -3.40 -0.65  C22 1.384, C24 1.385, H50 1.080
24 C -2.91 -2.29 -1.01  C19 1.387, C23 1.385, H51 1.081
25 N -0.75 0.36 1.69  C11 1.302, O26 1.365
26 O 0.54 0.24 2.14  C9 1.335, N25 1.365
27 H 5.81 2.15 0.38  C1 1.087
28 H 5.98 0.40 0.55  C1 1.088
29 H 5.01 1.32 1.71  C1 1.088
30 H 4.40 1.04 -1.28  C2 1.096
31 H 2.19 2.01 -0.68  C3 1.087
32 H 3.54 3.13 -0.39  C3 1.087
33 H 2.76 2.32 0.96  C3 1.088
34 H 4.69 -1.91 0.11  C5 1.104
35 H 4.60 -1.09 -1.46  C5 1.091
36 H 2.41 -2.83 -0.22  C6 1.101
37 H 3.45 -3.22 -1.61  C6 1.093
38 H 1.58 -1.13 -1.51  O7 0.973
39 H 2.89 -1.45 1.59  C8 1.097
40 H 3.11 0.25 2.02  C8 1.096
41 H -1.48 -0.20 -1.49  C12 1.097
42 H -4.60 0.32 -0.51  C14 1.080
43 H -5.82 2.45 -0.50  C15 1.080
44 H -4.59 4.59 -0.45  C16 1.080
45 H -2.12 4.58 -0.42  C17 1.080
46 H -0.90 2.46 -0.43  C18 1.081
47 H -3.06 -0.57 1.89  C20 1.080
48 H -4.41 -2.54 2.53  C21 1.080
49 H -4.79 -4.35 0.90  C22 1.080
50 H -3.83 -4.19 -1.36  C23 1.080
51 H -2.49 -2.22 -2.00  C24 1.081